# 1
The following is a quantum chemistry calculation of a cluster of 11 separate species, C84H162N8O14 in total in a non-equilibrium geometry, from the Open Molecules 2025 dataset.

ORCA input file:
```
! RIJCOSX wB97M-V def2-TZVPD def2/J DEFGRID3
* xyz 0 9
C -2.91275 1.84046 0.56856
C -3.79682 0.56072 0.84356
C -3.81276 0.21450 2.26787
C -4.83563 0.99379 3.10274
C -6.19506 0.64536 2.53208
C -6.38466 1.11440 1.08151
N -5.21334 0.73334 0.22769
O -5.21981 0.91211 -1.01445
C -7.68617 0.43308 0.59862
C -6.51795 2.61234 1.11127
C -3.16859 -0.57585 -0.00134
H -3.33031 2.60813 1.19658
H -2.88143 2.11633 -0.46370
H -1.89767 1.65436 0.84738
H -4.08718 -0.85337 2.37474
H -2.82640 0.25931 2.71702
H -4.65867 2.02458 3.06481
H -4.75901 0.67000 4.12990
H -6.97034 1.15489 3.10219
H -6.41906 -0.40900 2.63701
H -7.60415 -0.62229 0.72984
H -8.40696 0.75218 1.33453
H -8.07336 0.78510 -0.37123
H -5.61409 3.04344 1.53226
H -6.67219 3.07406 0.13810
H -7.32922 2.89763 1.74522
H -2.20509 -0.85216 0.41824
H -3.10077 -0.28325 -1.04967
H -3.78664 -1.48909 -0.04699
C -1.41698 4.05981 -3.30652
C -2.71430 4.02229 -4.08892
C -3.61787 3.08821 -3.30896
C -4.28741 3.66517 -2.09761
C -4.95828 4.97771 -2.41095
C -4.07780 6.03235 -3.11663
N -3.28201 5.43767 -4.21744
O -2.76535 6.11330 -5.05879
C -4.94983 7.14373 -3.72743
C -3.19064 6.71783 -2.00109
C -2.42680 3.32217 -5.48511
H -0.66900 4.72615 -3.68369
H -1.02902 3.05035 -3.39889
H -1.54964 4.22589 -2.24305
H -4.34050 2.91056 -4.07626
H -3.09127 2.19720 -3.00346
H -3.58221 3.73808 -1.23188
H -5.06809 3.00124 -1.69914
H -5.32486 5.43032 -1.46353
H -5.77148 4.79030 -3.05181
H -4.39023 7.80058 -4.45793
H -5.78575 6.65560 -4.22815
H -5.34395 7.74615 -2.89193
H -2.86206 5.95180 -1.25953
H -2.26992 7.28153 -2.36407
H -3.86827 7.39537 -1.51192
H -3.30733 3.41895 -6.10037
H -2.20439 2.25666 -5.34288
H -1.64193 3.85164 -5.96892
C -4.62588 -1.90299 -2.87005
C -4.25001 -2.39884 -4.31784
C -4.60244 -1.36999 -5.38391
C -3.43011 -0.27859 -5.50413
C -2.13625 -0.94231 -5.94061
C -1.69042 -1.99036 -4.95935
N -2.84957 -2.85485 -4.32333
O -2.43219 -3.65416 -3.55409
C -0.66516 -2.91528 -5.66147
C -1.03863 -1.36453 -3.68932
C -5.18523 -3.64865 -4.61513
H -4.85836 -0.83251 -2.99352
H -3.75089 -2.00993 -2.25761
H -5.47255 -2.34129 -2.37568
H -4.53555 -1.84024 -6.39576
H -5.58771 -0.92651 -5.17462
H -3.34253 0.16668 -4.51486
H -3.60899 0.52448 -6.23452
H -1.39247 -0.18277 -6.13591
H -2.28427 -1.40326 -6.98579
H -1.22770 -3.63953 -6.31395
H -0.05739 -2.22418 -6.27634
H -0.10002 -3.49748 -4.91158
H -0.71032 -2.17767 -3.03455
H -0.22732 -0.82124 -4.12311
H -1.73602 -0.80878 -3.12421
H -4.95860 -4.55739 -4.04759
H -4.94559 -3.93684 -5.65325
H -6.26429 -3.34790 -4.55395
C 1.27221 7.43957 3.21278
C 0.37265 6.28631 2.89954
C -0.88207 6.85476 2.26861
C -1.86028 5.81810 1.77931
C -1.13802 4.95696 0.72264
C 0.20790 4.31389 1.18747
N 1.05866 5.31319 1.97744
O 2.10620 4.90535 2.36988
C 0.05312 3.19256 2.19542
C 0.95293 3.93040 -0.08205
C -0.01950 5.63708 4.22670
H 0.85594 7.95267 4.02775
H 1.37915 8.03095 2.30187
H 2.23223 7.21493 3.60640
H -1.37491 7.40667 3.07077
H -0.71078 7.57535 1.44734
H -2.65089 6.28374 1.24205
H -2.33764 5.23119 2.55641
H -0.89243 5.66443 -0.07843
H -1.84273 4.23616 0.33362
H 1.04140 2.86662 2.50638
H -0.50811 3.43980 3.10348
H -0.32130 2.27833 1.71318
H 0.61805 3.03723 -0.53928
H 0.74500 4.70714 -0.80745
H 2.01170 3.92109 0.13304
H 0.80140 4.99908 4.62734
H -0.91540 5.00926 4.20557
H -0.29000 6.40052 4.99096
C 2.23034 -5.62669 6.65771
C 2.08900 -6.11004 5.18727
C 1.09993 -5.22187 4.47035
C 1.66344 -3.88394 4.12955
C 2.86182 -4.11631 3.18108
C 3.97459 -4.97383 3.78907
N 3.39564 -6.20431 4.43395
O 4.15608 -7.03397 4.84175
C 5.01067 -5.25281 2.66087
C 4.74921 -4.11264 4.84181
C 1.45185 -7.45706 5.16587
H 2.76131 -4.66837 6.72369
H 2.82274 -6.31655 7.25261
H 1.21172 -5.53824 7.01549
H 0.79423 -5.71879 3.55063
H 0.25441 -5.22113 5.14707
H 2.12220 -3.38761 5.00223
H 0.94286 -3.18086 3.65607
H 3.26729 -3.08778 3.05132
H 2.52041 -4.45918 2.18623
H 5.97685 -5.52666 3.10731
H 4.70864 -6.00062 1.91010
H 5.19787 -4.35559 2.10047
H 4.11075 -3.56991 5.56010
H 5.59592 -4.59332 5.34346
H 5.25347 -3.31971 4.29154
H 1.40654 -7.90415 4.17295
H 0.49345 -7.31772 5.54519
H 1.89488 -8.20509 5.81495
C 1.17723 -1.04351 8.42395
C 1.31577 0.08660 7.35984
C 1.84986 -0.50907 5.99828
C 1.29049 0.23427 4.76575
C -0.19705 0.42223 4.80770
C -0.63083 1.27365 6.03359
N -0.08372 0.73297 7.22917
O -0.50185 1.17447 8.39639
C -0.31671 2.78557 5.89548
C -2.13795 1.15969 6.04226
C 2.29974 1.14256 7.78562
H 0.43500 -1.78774 8.01594
H 0.81620 -0.60329 9.35686
H 2.11296 -1.54748 8.59703
H 2.95438 -0.43391 6.12286
H 1.56865 -1.57406 6.02014
H 1.62313 -0.26111 3.83663
H 1.75082 1.22416 4.74747
H -0.73784 -0.51449 4.88203
H -0.52639 1.00925 3.89119
H 0.72929 2.94108 6.12639
H -0.65359 3.05918 4.89904
H -0.90056 3.44444 6.52942
H -2.60685 1.72426 6.82207
H -2.46985 1.56402 5.05900
H -2.49537 0.12813 6.09359
H 2.52857 1.88114 7.05959
H 3.20912 0.57761 8.03916
H 2.00791 1.64341 8.69024
C 4.68558 -2.26160 -4.59951
C 4.76418 -3.51196 -3.68921
C 5.45053 -2.92829 -2.40985
C 5.29854 -3.92067 -1.23107
C 3.79470 -4.10698 -1.02623
C 3.00142 -4.77781 -2.18821
N 3.47039 -4.14274 -3.51420
O 2.65743 -4.23608 -4.44836
C 3.29837 -6.26406 -2.22359
C 1.51373 -4.49663 -2.05804
C 5.78352 -4.47112 -4.39387
H 5.55423 -1.64212 -4.47705
H 3.84661 -1.70941 -4.07223
H 4.54520 -2.58187 -5.61378
H 6.50821 -2.78336 -2.56248
H 5.08999 -1.91311 -2.12816
H 5.78908 -3.46786 -0.32925
H 5.81853 -4.90694 -1.39750
H 3.33758 -3.12938 -1.00375
H 3.54445 -4.67160 -0.11685
H 3.04348 -6.66279 -3.20033
H 4.26515 -6.54883 -1.84742
H 2.55720 -6.64659 -1.57385
H 0.90256 -4.96593 -2.80516
H 1.14697 -4.84238 -1.08544
H 1.33594 -3.48019 -2.12094
H 6.20461 -5.24800 -3.76002
H 6.58489 -3.81177 -4.70648
H 5.30179 -4.84361 -5.31743
C 0.78326 2.04286 -4.99296
C 2.07827 1.33379 -5.33047
C 2.89646 2.11812 -6.37682
C 3.67975 3.33396 -5.82727
C 4.66207 2.84834 -4.72802
C 3.87363 2.11725 -3.52659
N 2.93652 1.15086 -4.06309
O 2.45570 0.32543 -3.19454
C 4.97314 1.40644 -2.65335
C 3.17659 3.12149 -2.57415
C 1.77677 -0.06135 -5.91479
H 0.06325 1.99221 -5.78579
H 1.08284 3.10755 -4.90010
H 0.32049 1.62368 -4.08279
H 3.60813 1.46750 -6.91315
H 2.12090 2.45883 -7.09850
H 2.97850 4.04130 -5.37228
H 4.22489 3.82171 -6.65864
H 5.14253 3.70790 -4.25344
H 5.43838 2.18087 -5.13798
H 5.81439 2.12706 -2.40544
H 4.63544 1.13078 -1.62874
H 5.40976 0.54833 -3.09048
H 2.76023 3.96110 -3.15383
H 2.34913 2.70982 -2.01561
H 3.88165 3.47333 -1.87173
H 1.33829 -0.67868 -5.10372
H 2.64743 -0.55606 -6.29998
H 1.03671 0.00874 -6.69696
O 4.55399 -1.42306 0.55520
C 4.82633 -0.47839 1.22588
O 3.96094 0.57708 1.33919
C 4.47917 1.63762 2.24291
C 5.56570 0.98828 2.99152
C 6.01715 -0.19080 2.16949
H 3.60573 1.94823 2.86909
H 4.73368 2.48124 1.61122
H 5.32581 0.71869 4.02940
H 6.47334 1.62870 3.12810
H 6.23750 -1.07636 2.75180
H 6.83945 0.01013 1.50013
O -1.89715 -4.53098 1.91943
C -2.58907 -4.97796 1.08786
O -3.27178 -6.10783 1.15714
C -4.16647 -6.34023 0.06113
C -4.26231 -5.00810 -0.64642
C -2.98599 -4.30949 -0.23674
H -5.08359 -6.62693 0.52928
H -3.84664 -7.16989 -0.56666
H -5.14169 -4.49785 -0.20776
H -4.30061 -5.12966 -1.69612
H -3.12985 -3.19653 -0.16188
H -2.13246 -4.49722 -0.92045
O 0.38859 1.08984 -0.90573
C 0.55462 0.06962 -0.27329
O 0.09865 -0.11213 0.96297
C 0.69276 -1.33548 1.53103
C 0.72554 -2.25889 0.26070
C 1.14870 -1.22336 -0.80936
H 0.07590 -1.60420 2.40559
H 1.69358 -1.01255 1.83566
H -0.19632 -2.73425 -0.01319
H 1.53604 -2.98036 0.41970
H 0.69840 -1.41797 -1.76445
H 2.25881 -1.11793 -0.97839
*
```

Summary:
<S²> = 20.032
HOMO-LUMO gap (alpha / beta) = 7.47 / 9.33 eV
ΔE to the lowest compared entry with this formula, charge and spin = 0.0 kJ/mol

# 2
The following is a quantum chemistry calculation of a cluster of 2 separate species, C6H10N in total in a non-equilibrium geometry, from the Open Molecules 2025 dataset.

ORCA input file:
```
! RIJCOSX wB97M-V def2-TZVPD def2/J DEFGRID3
* xyz 1 1
C -1.04235 0.98135 -2.48413
C -0.96489 0.53923 -1.23088
C -1.26270 1.22658 -3.70520
C -0.66967 0.08791 -0.07899
C -0.19250 0.47886 2.42089
C -0.80439 -0.37018 1.25776
N 1.60977 -0.98282 -0.70436
H -0.36612 1.12229 -4.41273
H -2.20880 1.52174 -4.11444
H -0.28883 0.11366 3.51754
H -0.53288 1.47556 2.33553
H 0.91430 0.60109 2.45893
H -0.50157 -1.52618 1.27066
H -1.99558 -0.43288 1.43126
H 0.95287 -1.58830 -1.17468
H 2.05728 -1.40777 0.11906
H 2.30915 -0.65736 -1.37004
*
```

Summary:
HOMO-LUMO gap (alpha / beta) = 8.02 / 8.02 eV
ΔE to the lowest compared entry with this formula, charge and spin = 368.4 kJ/mol

# 3
The following is a quantum chemistry calculation of the ion C4H8N3 with charge +1 in a non-equilibrium geometry, from the Open Molecules 2025 dataset.

ORCA input file:
```
! RIJCOSX wB97M-V def2-TZVPD def2/J DEFGRID3
* xyz 1 1
C -2.15304 -0.90689 0.20924
C -1.55108 0.27988 -0.37838
N -0.12426 0.15460 -0.29430
C 0.64001 1.02499 0.20085
C 2.09551 0.90647 0.21889
N 2.64476 -0.13692 -0.06685
N 3.12788 -1.04654 -0.61697
H -2.07045 -1.82364 -0.28646
H -3.14995 -0.67892 -0.01974
H -2.05077 -1.08204 1.31425
H -1.87096 1.21727 0.15969
H -1.97908 0.09992 -1.40402
H 0.35788 2.07671 0.38951
H 2.56842 1.79701 0.70805
H 3.51513 -1.88188 -0.13375
*
```

Summary:
SMILES = CC/N=C/C=[N+]=N
HOMO-LUMO gap = 8.37 eV
ΔE to the lowest compared entry with this formula, charge and spin = 601.4 kJ/mol